Entry 1:
This record from the OMol25 dataset describes a cluster of 2 separate species, C5H13N2O in total in a non-equilibrium geometry. The level of theory is the ωB97M-V functional and the def2-TZVPD basis.

Results
Total charge: +1
Energy above the lowest of the compared OMol25 structures with the same formula, charge and spin (kJ/mol): 136.7

XYZ file:
```
21
Properties=species:S:1:pos:R:3:forces:R:3:mulliken_charge:R:1
C 2.2942 -0.2240 0.6859 0.94 -0.12 -0.43 0.688
H -2.0371 1.1504 -2.9307 -0.03 0.00 0.15 0.371
H -2.6453 0.5261 0.7506 0.89 0.63 1.30 0.218
N 0.8043 -0.1653 0.5922 0.35 -0.40 0.26 -0.269
H 2.2809 -2.3937 0.4984 -0.02 0.25 0.87 0.369
C 2.9595 0.8837 0.3358 -0.14 -0.73 -0.70 -0.923
H 0.3478 -0.1555 1.4959 0.01 -0.03 0.53 0.369
H -4.3628 0.4682 0.4182 -0.13 -0.23 0.09 0.331
O -0.9217 0.2857 -1.4488 -1.19 0.28 -0.32 -0.648
H 3.8804 -1.7325 0.7784 -1.01 0.35 0.45 0.333
C -3.3747 0.2030 0.0720 0.06 -0.98 -1.24 -0.713
H 0.4087 -0.9727 0.0972 0.12 0.23 -0.22 0.397
H -3.8550 1.3460 -1.7102 -0.14 -0.36 0.46 0.252
N -3.1241 0.8702 -1.1926 0.35 0.15 -1.60 -0.115
H 0.4773 0.6535 0.0962 -0.25 0.29 -0.57 0.292
H 2.7671 -1.6706 2.1797 -0.27 -0.69 0.00 0.305
H -3.2019 -0.8958 -0.0401 -0.60 0.75 0.04 0.258
C 2.8059 -1.6204 1.0947 0.93 1.28 -1.32 -1.083
H 4.0541 0.9397 0.1993 -0.75 -0.31 0.55 0.284
H 2.4271 1.7498 -0.0648 0.04 -0.15 0.39 0.256
C -1.9846 0.7541 -1.9072 0.84 -0.22 1.30 0.027
```
Positions in Å, forces in eV/Å.

Entry 2:
This record from the OMol25 dataset describes a cluster of 5 separate species, C18H22Br6N2O4 in total in a non-equilibrium geometry. The level of theory is the ωB97M-V functional and the def2-TZVPD basis.

Results
Total charge: 0
SMILES: O=[N+]([O-])c1ccccc1.O=[N+]([O-])c1ccccc1.BrCCBr.BrCCBr.BrCCBr
Energy above the lowest of the compared OMol25 structures with the same formula, charge and spin (kJ/mol): 71.5

XYZ file:
```
52
Properties=species:S:1:pos:R:3:forces:R:3:mulliken_charge:R:1
H -3.1921 -1.9537 -1.4706 -0.18 0.81 0.28 0.402
C -3.1237 3.5373 -3.3812 -0.19 0.52 -1.48 -0.441
C 3.0684 -4.6622 0.5240 -0.46 1.53 -0.67 -0.465
N 1.9013 -2.4202 -2.2293 -1.62 -1.38 -1.10 1.003
Br -2.3935 5.2009 -2.5385 -0.41 -0.85 -0.37 -0.178
C -3.8966 2.7577 -2.3790 0.41 -0.17 0.97 0.083
C 2.5353 2.1605 1.5445 -1.57 -2.10 1.51 -0.420
Br -1.2630 0.2056 -2.3138 0.67 0.93 0.30 -0.114
Br -4.7691 1.2021 -3.0837 -0.37 -0.29 -0.63 -0.130
C -3.3867 1.4853 2.3288 -0.38 1.16 -1.64 -0.493
O 2.1535 -1.3212 -2.6678 0.30 -0.22 0.56 -0.557
H 3.8744 -4.0171 2.3909 0.31 -0.39 0.63 0.432
H -3.6381 1.7458 3.3466 -0.15 0.28 -0.02 0.450
C 3.7739 1.2896 3.4822 -0.48 -0.07 -0.89 -0.473
C 1.7464 0.2134 2.8354 -1.36 0.20 -1.15 -0.075
C 2.5414 -2.9174 -0.9806 -0.06 0.11 -0.58 0.323
H 2.3567 2.8425 0.7563 0.06 0.60 -0.56 0.583
C 2.8351 0.2744 3.6702 0.09 0.08 -0.01 -0.594
H -1.5396 -2.5270 -1.6329 0.83 -0.48 0.73 0.274
H -2.2796 2.2478 0.5755 0.41 -0.15 0.07 -0.102
H -3.7630 3.8415 -4.2726 0.95 -0.24 1.24 0.377
Br -5.0259 0.8960 1.3863 0.23 0.24 0.24 -0.189
H 2.8863 -0.8960 -0.3647 0.52 -0.81 0.00 0.425
C 3.0634 -1.9655 -0.1343 -0.64 1.29 0.24 -0.378
H -2.7813 -0.8962 -3.8941 -0.12 -0.23 0.41 0.413
C -2.0021 -1.2793 -3.2307 -0.45 -0.52 -0.72 -0.522
H 2.8404 -0.5185 4.4251 0.68 0.59 -0.02 0.385
H -4.6699 3.3838 -1.9737 -0.26 0.00 0.57 0.420
H 2.0791 -4.9192 -1.3569 -0.75 -1.39 -1.19 0.584
H 4.6485 1.2675 4.1015 0.32 0.46 0.19 0.422
Br -1.4584 3.5172 2.6017 0.52 0.23 0.14 -0.160
H -2.8069 0.6017 2.2977 0.87 -0.65 0.12 0.231
H -2.2683 2.9518 -3.7031 0.12 0.24 -0.22 0.295
H 0.9916 -0.5667 2.9588 0.20 0.31 -0.06 0.416
C 3.5572 -2.3620 1.0922 0.62 -0.28 0.89 -0.216
Br -3.1914 -3.8683 -2.9109 0.17 -0.05 -0.17 -0.196
C -2.7324 2.6392 1.4768 -0.98 -1.51 0.98 -0.199
C 3.5997 2.2219 2.4205 0.24 -0.19 0.22 -0.473
O -0.4285 0.1401 1.0630 0.24 0.42 0.55 -0.615
H -1.2434 -1.7518 -3.8584 0.10 0.20 0.22 0.408
H 4.2533 3.0562 2.1970 0.53 -0.27 0.56 0.377
H 3.9501 -1.6064 1.8224 -0.52 -0.86 -0.84 0.396
O 1.0754 -3.1928 -2.7722 1.34 1.03 1.00 -0.599
H -3.4492 3.3742 1.1752 -0.48 0.39 0.08 0.482
H -3.2326 2.2901 -1.6344 -0.35 0.74 -0.04 -0.440
C 1.5751 1.1432 1.8078 0.64 0.05 0.56 -0.260
N 0.3432 1.0819 0.9795 1.10 -0.70 -0.26 1.231
C 3.5492 -3.7362 1.4203 0.06 1.60 -0.49 -0.711
C 2.5356 -4.2755 -0.6918 0.67 2.15 0.81 -0.689
O 0.2646 1.9680 0.1688 -0.70 0.60 -0.65 -0.534
C -2.4128 -2.2344 -2.1464 -0.84 -0.66 -1.03 -0.633
H 2.9488 -5.6493 0.7726 0.13 -2.32 0.75 0.445
```
Positions in Å, forces in eV/Å.

Entry 3:
This record from the OMol25 dataset describes an isolated molecule of C4H6N2O in a non-equilibrium geometry. The level of theory is the ωB97M-V functional and the def2-TZVPD basis.

Results
Total charge: 0
SMILES: [H]/N=C(\C#N)OCC
Energy above the lowest of the compared OMol25 structures with the same formula, charge and spin (kJ/mol): 171.5

XYZ file:
```
13
Properties=species:S:1:pos:R:3:forces:R:3:mulliken_charge:R:1
C -2.1357 0.2370 -0.3047 0.09 -0.11 -0.01 -1.112
C 1.4148 0.0970 -0.0511 0.17 -0.41 -0.17 0.717
H -0.2944 -1.1706 -0.7089 -1.43 0.45 -0.27 0.399
H 2.5571 -1.3995 -0.4769 0.33 0.23 0.23 0.237
N 1.6166 -1.1437 -0.2163 0.27 0.26 -0.05 -0.653
O 0.1914 0.5883 0.1272 0.25 -0.03 0.12 -0.312
H -2.1186 0.9067 -1.1725 0.16 -0.27 0.11 0.299
H -2.9346 -0.4979 -0.4479 0.21 0.03 -0.03 0.363
C 2.4448 1.1267 -0.0788 0.85 0.66 -0.05 0.112
C -0.8014 -0.4518 -0.0308 -0.14 -0.10 0.20 -0.238
H -2.4146 0.8427 0.5692 0.14 -0.15 -0.22 0.295
N 3.3236 1.8764 -0.1155 -0.85 -0.67 0.05 -0.357
H -0.8483 -1.0103 0.9086 -0.06 0.11 0.08 0.252
```
Positions in Å, forces in eV/Å.

Copy entry 1 word for word.
This record from the OMol25 dataset describes a cluster of 2 separate species, C5H13N2O in total in a non-equilibrium geometry. The level of theory is the ωB97M-V functional and the def2-TZVPD basis.

Results
Total charge: +1
Energy above the lowest of the compared OMol25 structures with the same formula, charge and spin (kJ/mol): 136.7

XYZ file:
```
21
Properties=species:S:1:pos:R:3:forces:R:3:mulliken_charge:R:1
C 2.2942 -0.2240 0.6859 0.94 -0.12 -0.43 0.688
H -2.0371 1.1504 -2.9307 -0.03 0.00 0.15 0.371
H -2.6453 0.5261 0.7506 0.89 0.63 1.30 0.218
N 0.8043 -0.1653 0.5922 0.35 -0.40 0.26 -0.269
H 2.2809 -2.3937 0.4984 -0.02 0.25 0.87 0.369
C 2.9595 0.8837 0.3358 -0.14 -0.73 -0.70 -0.923
H 0.3478 -0.1555 1.4959 0.01 -0.03 0.53 0.369
H -4.3628 0.4682 0.4182 -0.13 -0.23 0.09 0.331
O -0.9217 0.2857 -1.4488 -1.19 0.28 -0.32 -0.648
H 3.8804 -1.7325 0.7784 -1.01 0.35 0.45 0.333
C -3.3747 0.2030 0.0720 0.06 -0.98 -1.24 -0.713
H 0.4087 -0.9727 0.0972 0.12 0.23 -0.22 0.397
H -3.8550 1.3460 -1.7102 -0.14 -0.36 0.46 0.252
N -3.1241 0.8702 -1.1926 0.35 0.15 -1.60 -0.115
H 0.4773 0.6535 0.0962 -0.25 0.29 -0.57 0.292
H 2.7671 -1.6706 2.1797 -0.27 -0.69 0.00 0.305
H -3.2019 -0.8958 -0.0401 -0.60 0.75 0.04 0.258
C 2.8059 -1.6204 1.0947 0.93 1.28 -1.32 -1.083
H 4.0541 0.9397 0.1993 -0.75 -0.31 0.55 0.284
H 2.4271 1.7498 -0.0648 0.04 -0.15 0.39 0.256
C -1.9846 0.7541 -1.9072 0.84 -0.22 1.30 0.027
```
Positions in Å, forces in eV/Å.

Question: energy above the lowest of the compared OMol25 structures with the same formula, charge and spin of number 1 (C5H13N2O)?
Answer: 136.7 kJ/mol

Question: Number 1 is which compound?
Answer: C5H13N2O

Question: The highest total charge belongs to which entry?
Answer: C5H13N2O